1.
Computed, not measured: C19H25I2N6NiO3 as an isolated structure at a distorted geometry, with ωB97M-V/def2-TZVPD.

Output
* HOMO level (alpha / beta): -9.85 / -9.98 eV
* spin multiplicity: 3
* Kohn-Sham gap (alpha / beta): 7.69 / 7.61 eV
* <S²>: 2.007
* net charge: +1
* LUMO level (alpha / beta): -2.1547 / -2.3717 eV

Geometry (Å):
Ni: 0.8134 -0.4629 0.9744
I: 2.9390 -3.9976 -3.6571
C: 1.9657 -3.5217 -1.8427
C: 0.5791 -3.5804 -1.7706
C: -0.0398 -3.1364 -0.6288
I: -2.1301 -3.1700 -0.4039
C: 0.6754 -2.6100 0.4912
O: 0.0705 -2.1600 1.5135
C: 2.1106 -2.7035 0.4149
C: 2.8873 -2.1757 1.5913
N: 2.9121 -0.7053 1.4545
C: 3.2705 -0.0021 2.6931
C: 2.0429 0.2067 3.5503
C: 2.1128 0.5755 4.8881
C: 0.9348 0.8097 5.5796
C: -0.2761 0.6272 4.9284
C: -0.2645 0.2311 3.6017
N: 0.8703 0.0616 2.9338
C: 2.7212 -3.1177 -0.7468
H: -0.0035 -3.9561 -2.5999
H: 3.8936 -2.6140 1.6341
H: 2.3495 -2.4188 2.5130
H: 3.5954 -0.4761 0.7330
H: 3.6679 0.9834 2.4275
H: 4.0424 -0.5405 3.2596
H: 3.0722 0.6847 5.3700
H: 0.9599 1.1362 6.6093
H: -1.2119 0.7923 5.4350
H: -1.1765 0.0538 3.0440
H: 3.7981 -3.1364 -0.8164
N: 0.8717 0.0382 -1.1179
C: 0.2580 1.3596 -1.3445
C: -0.4638 1.4940 -2.6944
C: -1.5455 0.4569 -3.0380
C: -2.6776 0.2918 -2.0104
N: -3.2545 1.5583 -1.6089
C: -3.7677 2.4691 -2.4144
N: -4.2920 2.1532 -3.6058
N: -3.7557 3.7322 -1.9901
C: -0.6794 1.6864 -0.1448
O: -1.3768 2.7068 -0.2109
O: -0.6911 0.8625 0.7959
H: 1.7487 -0.0210 -1.6337
H: 0.2498 -0.6738 -1.5098
H: 1.0456 2.1229 -1.3172
H: 0.2835 1.4530 -3.4895
H: -0.9012 2.4943 -2.7078
H: -1.0977 -0.5271 -3.1972
H: -1.9753 0.7629 -3.9954
H: -2.2937 -0.1625 -1.0969
H: -3.4486 -0.3742 -2.4111
H: -2.7917 1.9706 -0.7839
H: -4.4796 1.1891 -3.8229
H: -4.7789 2.8494 -4.1433
H: -3.1939 3.9430 -1.1773
H: -4.1734 4.4866 -2.5061

=====

2.
Computed, not measured: a 2-piece molecular cluster, C19H25N3O2 overall at a distorted geometry, with ωB97M-V/def2-TZVPD.

Output
* HOMO level: -8.00 eV
* Kohn-Sham gap: 8.11 eV
* LUMO level: 0.1130 eV

Geometry (Å):
C: 3.6026 -3.8899 4.8068
C: 3.9141 -2.9173 5.7127
C: 3.2145 -1.8381 5.7886
C: 2.1926 -1.4860 5.0408
C: 1.9976 -2.2231 4.0720
C: 2.6275 -3.5616 4.0438
H: 2.3042 -4.2749 3.3306
H: 1.2388 -2.2398 3.3329
O: 1.6350 -0.3777 5.3163
C: 0.4942 0.0547 4.3982
C: 1.0575 0.0502 2.9984
N: 2.3479 0.6034 2.7363
O: 2.2434 0.9769 1.3897
C: 0.9703 0.2960 0.9014
N: 0.3274 0.1029 1.9071
C: 0.5827 0.3586 -0.3931
N: -0.2010 1.7298 -0.7433
C: -0.0878 2.0370 -2.1003
C: -0.7970 1.1246 -3.3058
C: -0.8052 1.5819 -4.5438
C: -1.4603 0.8347 -5.5142
C: -3.0783 0.5985 -4.9691
C: -3.1435 0.1445 -3.6693
C: -2.4074 1.0116 -2.6141
C: -2.1255 0.6029 -1.3984
C: -1.5065 1.5335 -0.4358
H: -1.5377 1.3064 0.7392
H: -1.8185 2.4311 -0.4506
H: -2.1311 -0.4185 -1.0756
H: -3.4908 0.7308 -0.8824
H: -2.6182 2.0914 -2.8198
H: -4.0498 0.3286 -3.3254
H: -2.7830 -0.7959 -3.6319
H: -3.5962 0.2478 -5.6773
H: -3.4396 1.8303 -5.0781
H: -1.4967 1.0208 -6.6555
H: -1.0190 -0.1386 -5.6115
H: 0.0919 1.5572 -4.8278
H: -1.0836 2.6571 -4.6246
H: -0.4409 -0.0435 -3.0463
H: 0.8382 2.0902 -2.4616
H: -0.5354 2.8608 -2.0512
H: 1.6172 0.4408 -0.9461
H: 0.1112 -0.4383 -0.6445
H: 0.2272 0.8739 4.8586
H: -0.3676 -0.6354 4.2607
H: 3.3468 -1.0001 6.7435
H: 4.6590 -3.0206 6.4962
H: 4.3785 -4.8096 4.6238

=====

3.
Computed, not measured: C19H25N3O4 in the gas phase at a distorted geometry, with ωB97M-V/def2-TZVPD.

Output
* SMILES: COc1ccc(-c2noc(CCCC(=O)NC3CCCC3)n2)cc1OC
* HOMO level: -8.34 eV
* Kohn-Sham gap: 8.97 eV
* LUMO level: 0.6327 eV

Geometry (Å):
C: -6.2801 -0.7638 0.3642
H: -6.3985 -1.2390 -0.6145
H: -7.1041 -0.0707 0.5287
H: -6.2901 -1.5284 1.1472
O: -5.1159 0.0235 0.4219
C: -3.8977 -0.5779 0.2588
C: -3.7527 -1.9428 0.0201
C: -2.5143 -2.5272 -0.1511
C: -1.3710 -1.7405 -0.0790
C: -1.4996 -0.3791 0.1695
C: -2.7392 0.2236 0.3347
O: -2.6689 1.5666 0.5484
C: -3.8178 2.3441 0.8026
H: -3.4417 3.3544 0.9640
H: -4.5042 2.3429 -0.0463
H: -4.3458 2.0061 1.6963
H: -0.6253 0.2459 0.2383
C: -0.0573 -2.3120 -0.2678
N: 0.1915 -3.5790 -0.4813
O: 1.5455 -3.6626 -0.6096
C: 2.0299 -2.4270 -0.4636
N: 1.0878 -1.5583 -0.2513
C: 3.4858 -2.1709 -0.5311
H: 3.6470 -1.2165 -1.0332
H: 3.9499 -2.9698 -1.1110
C: 4.1251 -2.1231 0.8676
H: 5.1899 -1.9216 0.7413
C: 3.5242 -1.0520 1.7813
C: 3.7098 0.3517 1.2067
O: 4.7146 1.0077 1.3996
N: 2.6585 0.7791 0.4863
H: 1.9031 0.1315 0.2865
C: 2.6027 2.0706 -0.1610
H: 3.4926 2.6114 0.1704
C: 1.2934 2.8013 0.2035
C: 0.4150 2.7871 -1.0583
H: 0.4326 3.7678 -1.5357
C: 1.0654 1.7600 -1.9855
H: 0.7408 0.7505 -1.7287
H: 0.8263 1.9385 -3.0330
C: 2.5524 1.9224 -1.6882
H: 2.9294 2.8334 -2.1543
H: 3.1547 1.0837 -2.0351
H: -0.6206 2.5411 -0.8295
H: 0.8051 2.2835 1.0291
H: 1.4963 3.8200 0.5295
H: 2.4646 -1.2467 1.9508
H: 4.0456 -1.0867 2.7389
H: 4.0170 -3.1006 1.3436
H: -2.4234 -3.5839 -0.3414
H: -4.6285 -2.5682 -0.0393

=====

4.
Computed, not measured: C19H25N3O4S in the gas phase at a distorted geometry, with ωB97M-V/def2-TZVPD.

Output
* SMILES: COc1ccc(CC/N=C(\N)NS(=O)(=O)c2ccc(C)c(C)c2)cc1OC
* HOMO level: -7.85 eV
* Kohn-Sham gap: 7.85 eV
* LUMO level: 0.0072 eV

Geometry (Å):
C: -1.2195 3.8783 0.8227
O: -0.0913 3.7429 1.5910
C: 0.1125 2.4696 2.2624
C: -0.8133 1.5938 2.3289
C: -0.4518 0.5680 2.9239
C: 0.6179 0.3108 3.7548
C: 1.4349 1.3943 3.8325
C: 1.4501 2.4641 3.0661
O: 2.2801 3.5441 3.0711
C: 3.3560 3.4864 3.7227
H: 3.9075 4.2693 3.7683
H: 3.3469 3.2535 4.9233
H: 4.0805 2.8458 3.2622
H: 2.5107 1.0275 4.2789
C: 1.1551 -1.0975 4.2105
H: 0.0452 -1.6111 4.6998
H: 1.6430 -0.9236 5.0219
C: 1.6126 -1.9217 3.1793
N: 0.8407 -2.2230 1.9417
C: 0.7076 -1.3049 1.1500
N: 1.7909 -0.2341 0.7721
H: 2.1015 0.0492 1.7650
H: 1.3087 0.3408 0.2219
N: -0.3005 -1.5022 0.2084
S: -0.7594 -0.3741 -0.7663
O: -2.3908 -0.2840 -0.3256
O: -0.3304 1.1402 -0.7404
C: -0.9207 -1.0415 -2.3816
C: -2.2333 -1.2371 -2.9065
C: -2.2038 -1.7817 -4.3137
C: -0.8158 -1.9871 -4.9556
C: 0.3921 -1.4240 -4.3507
C: 0.2196 -1.0223 -3.0370
H: 1.1230 -0.5188 -2.5549
H: 1.2085 -1.4774 -4.8284
C: -0.8148 -2.6344 -6.3106
H: -1.0620 -3.4414 -6.4799
H: -1.6618 -1.8733 -6.9181
H: 0.2043 -2.4729 -6.6841
C: -3.4003 -2.3103 -4.7877
H: -3.5239 -3.2663 -5.2692
H: -4.3887 -2.1203 -4.0697
H: -3.5578 -1.5870 -5.7999
H: -3.1201 -1.0525 -2.4553
H: -0.6658 -2.2335 0.4012
H: 1.8077 -2.9927 3.3459
H: 2.5665 -1.4780 2.7713
H: -1.3825 -0.3201 2.9075
H: -1.6369 1.5955 1.8390
H: -2.0715 3.9086 1.5162
H: -0.9377 4.8138 0.2992
H: -1.0696 3.0524 0.0755

=====

5.
Computed, not measured: C19H25N3O5S in the gas phase, with ωB97M-V/def2-TZVPD.

Output
* SMILES: CCCc1c(O)nc(SCC(=O)NCCc2ccc(OC)c(OC)c2)[nH]c1=O
* HOMO level: -8.11 eV
* Kohn-Sham gap: 8.55 eV
* LUMO level: 0.4405 eV

Geometry (Å):
C: -3.9339 -3.1783 0.6701
C: -4.3139 -1.7863 0.1821
H: -4.5141 -1.1353 1.0340
H: -5.2244 -1.8477 -0.4171
C: -3.2105 -1.1540 -0.6740
C: -1.9519 -0.9372 0.1092
C: -0.8166 -1.6682 -0.0955
N: 0.3425 -1.4892 0.6023
C: 0.3688 -0.5505 1.4962
N: -0.6959 0.2200 1.7716
C: -1.9403 0.0912 1.1152
O: -2.8495 0.8197 1.4477
H: -0.6326 0.9521 2.4698
S: 1.8062 -0.2362 2.4402
C: 2.8819 -1.6463 2.0234
H: 2.2428 -2.5218 1.9288
C: 3.7016 -1.3905 0.7596
O: 4.8572 -1.0303 0.8064
N: 3.0227 -1.6499 -0.3710
H: 2.0153 -1.7666 -0.2866
C: 3.5594 -1.3168 -1.6729
H: 4.4949 -0.7791 -1.5013
C: 2.5698 -0.4758 -2.4877
C: 1.8944 0.5889 -1.6636
C: 2.5914 1.3613 -0.7484
C: 1.9218 2.2770 0.0437
C: 0.5507 2.4710 -0.0616
C: -0.1561 1.7483 -1.0410
C: 0.5328 0.8069 -1.7996
H: -0.0473 0.2445 -2.5156
O: -1.4829 1.8285 -1.3289
C: -2.2712 2.9072 -0.8672
H: -2.5124 2.8016 0.1919
H: -1.7828 3.8668 -1.0443
H: -3.1900 2.8536 -1.4512
O: -0.1565 3.3088 0.7668
C: 0.5400 4.0261 1.7540
H: 1.0576 3.3594 2.4529
H: -0.2216 4.5906 2.2903
H: 1.2626 4.7217 1.3154
H: 2.4897 2.8365 0.7690
H: 3.6563 1.2466 -0.6238
H: 1.8021 -1.1246 -2.9149
H: 3.1114 -0.0168 -3.3185
H: 3.7942 -2.2382 -2.2185
H: 3.5557 -1.7450 2.8735
O: -0.7659 -2.6362 -1.0270
H: 0.1063 -3.0518 -1.0017
H: -2.9909 -1.7926 -1.5297
H: -3.5546 -0.1811 -1.0298
H: -3.7037 -3.8274 -0.1723
H: -3.0588 -3.1338 1.3153
H: -4.7516 -3.6207 1.2345

=====

6.
Computed, not measured: C19H25N3PZr as an isolated structure at a distorted geometry, with ωB97M-V/def2-TZVPD.

Output
* HOMO level: -9.26 eV
* Kohn-Sham gap: 6.11 eV
* net charge: +1
* LUMO level: -3.1499 eV

Geometry (Å):
C: -1.7556 0.7590 -0.9375
Zr: -0.5708 -0.5503 0.3534
N: 1.6909 0.0703 0.7169
N: 0.6467 -0.8644 -1.8008
H: 2.1764 -0.5457 1.3908
H: -0.3001 1.0536 -0.2504
H: -2.4226 1.3904 -0.3405
H: -2.0902 -0.3272 -1.0561
H: -1.4990 1.1734 -1.9325
H: 1.2754 -1.6702 -1.8077
H: 1.2008 -0.0380 -2.0296
H: 0.0110 -0.9998 -2.5974
H: 2.3085 0.1847 -0.0732
H: 1.6402 0.9827 1.2093
N: -0.8490 0.5303 1.9706
P: -0.9209 0.0122 3.5138
C: -2.2473 -1.1663 3.6974
C: -3.3096 -0.9174 4.5804
C: -4.3683 -1.8105 4.6628
C: -4.4041 -2.9304 3.8204
C: -3.3832 -3.1390 2.8948
C: -2.3011 -2.2703 2.8232
C: 0.6426 -0.7232 4.0017
C: 0.8206 -2.1078 4.0452
C: 2.0949 -2.6298 4.3034
C: 3.1655 -1.7676 4.5506
C: 2.9837 -0.3888 4.5173
C: 1.7235 0.1452 4.2423
C: -1.1429 1.3533 4.6593
C: -1.0743 1.0808 6.0366
C: -1.0820 2.1405 6.9459
C: -1.1685 3.4573 6.4745
C: -1.2708 3.7172 5.1075
C: -1.2667 2.6664 4.1852
H: -3.2949 -0.0148 5.2077
H: -5.1776 -1.6374 5.3851
H: -5.2407 -3.6368 3.8900
H: -3.4122 -4.0049 2.2178
H: -1.4859 -2.4757 2.1073
H: -0.0238 -2.7742 3.8822
H: 2.2336 -3.7099 4.3218
H: 4.1547 -2.1844 4.7824
H: 3.8185 0.2911 4.7199
H: 1.5657 1.2245 4.2318
H: -1.0054 0.0529 6.3907
H: -1.0166 1.9313 8.0143
H: -1.1555 4.2873 7.1940
H: -1.3495 4.7480 4.7464
H: -1.3389 2.8360 3.1149

=====

7.
Computed, not measured: C19H25N3PbSSi as an isolated structure at a distorted geometry, with ωB97M-V/def2-TZVPD.

Output
* HOMO level (alpha / beta): -4.68 / -3.79 eV
* Kohn-Sham gap (alpha / beta): 4.81 / 3.79 eV
* LUMO level (alpha / beta): 0.1340 / -0.0015 eV

Geometry (Å):
C: -0.3327 -1.1968 1.2302
C: 0.3297 -2.0378 0.3077
C: 1.5002 -1.3679 -0.1528
H: 0.0114 -3.0420 -0.0090
C: 1.5801 -0.1195 0.5033
C: 0.4211 0.0152 1.3410
H: 0.2633 0.7954 2.0837
H: -1.2309 -1.4628 1.7956
H: 2.2079 -1.7795 -0.8856
H: 2.4421 0.5487 0.4902
Pb: -1.0089 1.3379 -0.5829
C: -2.3854 -0.6814 -4.1793
H: -1.7147 0.1578 -4.4558
H: -3.4346 -0.5581 -4.4636
H: -1.9960 -1.5506 -4.7971
Si: -1.9328 -2.1974 -2.8560
C: -3.5377 -2.5072 -1.9855
C: -3.3949 -3.1030 -0.7142
H: -2.4559 -3.5880 -0.4311
C: -4.4582 -3.0549 0.1795
H: -4.3351 -3.4594 1.1782
C: -5.6889 -2.5406 -0.2315
H: -6.5290 -2.5594 0.4529
C: -5.8458 -1.9793 -1.4973
H: -6.8113 -1.5787 -1.8017
C: -4.7755 -1.9709 -2.3929
H: -4.9086 -1.5408 -3.3881
C: -0.6483 -3.4986 -3.3187
C: -0.9685 -4.8667 -3.1046
H: -2.0075 -5.2216 -3.1245
C: 0.0438 -5.7838 -2.8260
H: -0.2049 -6.8274 -2.6673
C: 1.3708 -5.3710 -2.8133
H: 2.1589 -6.0837 -2.6383
C: 1.7188 -4.0623 -3.1387
H: 2.7559 -3.7348 -3.1996
C: 0.7222 -3.1404 -3.4666
H: 1.0088 -2.1266 -3.7990
H: -1.1169 -1.5083 -1.7831
H: -2.4303 -0.6190 -2.9842
N: 1.0598 2.5587 -1.2949
N: 1.7004 3.2092 -0.1730
C: 0.8709 3.5322 0.8633
N: 1.5022 3.9075 1.9880
S: -0.8471 3.5708 0.7412
H: 0.7834 3.3057 -1.9478
H: 1.7462 1.9655 -1.7776
H: 2.6074 2.7874 0.0810
H: 0.9415 4.1608 2.7884
H: 2.4653 4.2216 1.9639

=====

8.
Computed, not measured: a 2-piece molecular cluster, C19H25NO2S2Si overall, with ωB97M-V/def2-TZVPD.

Output
* SMILES: C[Si](C)(C)c1cccc2c1Nc1ccccc1S2.O=S1(=O)CCCC1
* HOMO level: -8.00 eV
* Kohn-Sham gap: 8.54 eV
* LUMO level: 0.5475 eV

Geometry (Å):
C: 3.4558 2.1874 1.2627
Si: 2.1645 2.7429 0.0068
C: 1.2045 4.1645 0.7699
C: 3.0858 3.4395 -1.4933
C: 1.1285 1.2869 -0.6069
C: 1.8551 0.2862 -1.2709
C: 1.2528 -0.8612 -1.7755
C: -0.1143 -1.0419 -1.6379
C: -0.8463 -0.0688 -0.9679
C: -0.2448 1.0855 -0.4474
N: -1.0372 2.0414 0.2646
C: -2.2774 2.3631 -0.3621
C: -2.6632 3.6946 -0.4703
C: -3.8774 4.0326 -1.0505
C: -4.7165 3.0319 -1.5379
C: -4.3355 1.7019 -1.4617
C: -3.1207 1.3744 -0.8737
S: -2.5902 -0.3083 -0.7261
H: 3.7480 3.0577 1.8478
H: 4.3471 1.7800 0.7913
H: 3.0670 1.4541 1.9671
H: 1.8057 5.0635 0.8757
H: 0.8015 3.8644 1.7354
H: 0.3443 4.3820 0.1439
H: 3.9251 4.0501 -1.1764
H: 3.4234 2.6183 -2.1217
H: 2.3735 4.0317 -2.0644
H: 2.9223 0.4108 -1.3954
H: 1.8309 -1.6223 -2.2777
H: -0.6061 -1.9208 -2.0229
H: -1.1672 1.7650 1.2304
H: -1.9970 4.4507 -0.0849
H: -4.1544 5.0712 -1.1231
H: -5.6515 3.3285 -1.9865
H: -4.9679 0.9112 -1.8356
C: 0.0295 -4.4634 2.5404
C: 0.5981 -5.8296 2.1314
C: 0.0274 -6.1684 0.7480
S: -0.2922 -4.5926 -0.0568
O: -1.7120 -4.4537 -0.2560
O: 0.6318 -4.4059 -1.1473
C: 0.1946 -3.5608 1.3218
H: 0.5426 -4.0546 3.4096
H: -1.0293 -4.5611 2.7895
H: 1.6867 -5.7690 2.0765
H: 0.3496 -6.6038 2.8558
H: 0.7229 -6.7363 0.1357
H: -0.9215 -6.6964 0.8173
H: -0.4333 -2.6724 1.3407
H: 1.2366 -3.2808 1.1687

=====

| no. | electronic energy (Eh) |
| --- | --- |
| 1 | -3396.8768 |
| 2 | -1053.0930 |
| 3 | -1204.2203 |
| 4 | -1601.7578 |
| 5 | -1677.7138 |
| 6 | -1291.4031 |
| 7 | -1783.4903 |
| 8 | -2030.1378 |